{"formula": "C41H35BBr2F9N3O7S3Sr", "method": "ωB97M-V/def2-TZVPD", "homo_energy_ev": -2.24, "homo_lumo_gap_ev": 5.9, "e_tot_ha": -9571.60904, "total_charge": -2, "species": ["Sr", "O", "S", "C", "C", "C", "C", "S", "O", "C", "C", "C", "C", "C", "C", "C", "C", "C", "C", "C", "C", "H", "H", "H", "H", "H", "H", "H", "H", "H", "H", "H", "H", "H", "H", "H", "H", "H", "H", "C", "C", "C", "C", "C", "C", "Br", "C", "C", "Br", "C", "O", "C", "N", "H", "H", "H", "H", "H", "H", "O", "B", "O", "C", "C", "C", "C", "C", "C", "H", "H", "H", "H", "O", "H", "H", "C", "C", "C", "C", "N", "C", "S", "N", "H", "H", "H", "H", "H", "F", "C", "F", "F", "C", "O", "C", "F", "F", "F", "C", "F", "F", "F"], "coordinates": [[-0.092, 0.113, 0.728], [2.353, -4.680, -0.687], [3.814, -4.422, -0.700], [4.187, -3.517, -2.234], [3.273, -2.332, -2.546], [3.938, -0.976, -2.307], [3.083, 0.186, -2.820], [2.367, 1.207, -1.503], [2.052, 0.216, -0.419], [3.907, 1.975, -1.002], [4.529, 2.892, -1.833], [5.706, 3.495, -1.417], [6.240, 3.189, -0.171], [5.591, 2.289, 0.662], [4.412, 1.683, 0.251], [4.139, -3.115, 0.487], [5.427, -2.626, 0.675], [5.647, -1.663, 1.646], [4.593, -1.216, 2.436], [3.315, -1.721, 2.255], [3.084, -2.677, 1.269], [4.099, -4.305, -2.985], [5.242, -3.229, -2.184], [2.322, -2.412, -2.012], [3.016, -2.385, -3.609], [4.892, -0.964, -2.847], [4.172, -0.837, -1.250], [2.230, -0.165, -3.406], [3.647, 0.882, -3.443], [4.081, 3.162, -2.782], [6.195, 4.221, -2.056], [7.153, 3.671, 0.158], [5.988, 2.072, 1.646], [3.860, 1.009, 0.891], [6.249, -2.988, 0.067], [6.642, -1.257, 1.785], [4.765, -0.456, 3.188], [2.487, -1.351, 2.848], [2.094, -3.082, 1.094], [-3.622, 1.090, 1.193], [-2.965, 1.451, 2.491], [-3.702, 2.066, 3.527], [-3.093, 2.361, 4.709], [-1.732, 2.039, 4.900], [-1.004, 2.278, 6.092], [-1.843, 3.114, 7.592], [0.306, 1.908, 6.198], [0.947, 1.286, 5.125], [2.771, 0.779, 5.329], [0.334, 1.016, 3.895], [0.905, 0.441, 2.926], [-1.067, 1.426, 3.817], [-1.695, 1.159, 2.642], [-4.446, 1.766, 0.966], [-4.013, 0.070, 1.243], [-2.914, 1.129, 0.367], [-4.746, 2.305, 3.364], [-3.640, 2.842, 5.509], [0.855, 2.089, 7.112], [-2.173, -3.297, 0.192], [-1.499, -2.411, 1.117], [-1.652, -3.052, 2.403], [-2.343, -4.206, 2.231], [-2.719, -5.144, 3.167], [-3.429, -6.259, 2.712], [-3.741, -6.410, 1.367], [-3.357, -5.451, 0.424], [-2.657, -4.357, 0.884], [-2.466, -5.016, 4.212], [-3.738, -7.018, 3.420], [-4.290, -7.285, 1.041], [-3.590, -5.558, -0.627], [-0.100, -1.646, -1.872], [-0.552, -2.232, -1.250], [-0.658, -0.840, -1.902], [-1.706, 6.943, -0.732], [-0.476, 6.109, -0.965], [0.342, 6.318, -2.071], [1.395, 5.429, -2.208], [1.645, 4.449, -1.360], [0.812, 4.321, -0.290], [1.152, 3.093, 0.863], [-0.245, 5.147, -0.089], [-1.628, 7.919, -1.214], [-1.867, 7.067, 0.338], [-2.576, 6.425, -1.140], [0.154, 7.105, -2.790], [2.075, 5.512, -3.056], [-1.707, 1.927, -4.917], [-1.262, 1.121, -3.929], [0.048, 1.355, -3.800], [-1.391, -0.141, -4.373], [-2.006, 1.314, -2.554], [-1.307, 0.809, -1.550], [-3.410, 0.622, -2.686], [-4.001, 0.810, -3.889], [-4.271, 1.091, -1.764], [-3.310, -0.693, -2.498], [-2.237, 2.850, -2.360], [-3.219, 3.355, -3.150], [-2.574, 3.129, -1.102], [-1.122, 3.532, -2.648]], "forces_ev_per_angstrom": [[-0.36, 0.48, -0.50], [-0.02, -0.03, -0.03], [0.23, 0.06, 0.01], [-0.10, 0.02, 0.04], [0.00, 0.02, -0.11], [0.09, 0.00, -0.15], [0.01, -0.07, -0.03], [-0.10, 0.24, 0.16], [0.39, -0.27, -0.17], [-0.01, -0.03, 0.04], [0.01, 0.03, -0.01], [0.00, -0.01, 0.00], [0.01, 0.00, 0.01], [0.00, 0.00, 0.00], [0.01, -0.01, -0.01], [-0.16, 0.01, 0.00], [0.02, -0.03, -0.02], [0.00, -0.02, -0.01], [0.03, 0.05, 0.03], [-0.09, -0.05, -0.13], [0.00, 0.03, 0.02], [-0.01, 0.02, -0.02], [0.00, -0.03, 0.05], [0.03, 0.04, 0.06], [-0.07, -0.04, 0.03], [0.02, 0.02, 0.07], [-0.06, -0.02, 0.04], [-0.05, -0.03, 0.09], [0.00, -0.01, -0.03], [-0.01, -0.01, 0.01], [0.00, 0.00, 0.00], [0.00, 0.00, 0.00], [0.00, 0.00, 0.00], [-0.01, -0.02, 0.02], [0.00, 0.00, 0.00], [0.00, 0.00, 0.00], [-0.03, 0.00, 0.01], [0.04, 0.08, 0.03], [0.00, 0.02, 0.00], [0.01, -0.01, 0.02], [-0.01, 0.05, 0.03], [0.01, 0.02, -0.01], [0.00, 0.02, 0.01], [0.00, 0.02, 0.03], [0.00, -0.02, -0.01], [-0.01, 0.00, 0.00], [-0.01, 0.00, -0.03], [0.11, 0.06, 0.08], [-0.07, 0.02, 0.02], [-0.02, -0.05, 0.03], [0.10, -0.15, -0.02], [-0.03, 0.00, -0.04], [0.01, -0.01, 0.14], [0.00, -0.01, 0.00], [0.00, 0.00, -0.01], [0.00, 0.00, 0.03], [0.00, 0.00, 0.00], [0.00, 0.00, 0.00], [0.00, 0.00, 0.00], [0.02, 0.00, -0.03], [0.03, -0.14, 0.10], [-0.05, -0.04, 0.01], [0.01, 0.03, -0.01], [0.00, -0.01, 0.01], [0.00, 0.00, 0.00], [0.00, 0.01, 0.00], [0.00, -0.02, 0.00], [-0.02, -0.01, 0.01], [0.00, 0.00, 0.00], [0.00, 0.00, 0.00], [0.00, 0.00, 0.00], [0.00, 0.00, 0.00], [0.10, 0.00, 0.05], [-0.05, -0.04, -0.04], [-0.01, -0.01, 0.00], [0.01, 0.00, 0.01], [0.00, -0.01, -0.02], [-0.02, 0.01, 0.01], [0.02, -0.02, 0.01], [-0.03, 0.03, -0.02], [0.10, 0.03, -0.03], [-0.10, 0.01, 0.01], [-0.01, -0.02, 0.01], [-0.01, 0.00, 0.00], [0.00, 0.01, 0.00], [0.00, 0.00, 0.00], [0.00, 0.00, 0.00], [0.00, 0.00, 0.00], [-0.01, 0.01, 0.00], [0.02, 0.00, 0.04], [0.01, 0.00, 0.01], [0.00, -0.02, 0.01], [0.02, 0.09, -0.03], [0.06, -0.21, 0.16], [0.01, 0.01, 0.00], [0.00, -0.01, 0.00], [0.00, -0.01, -0.02], [0.00, 0.00, 0.00], [0.00, 0.03, 0.00], [-0.01, -0.01, 0.01], [0.02, 0.01, -0.02], [-0.02, -0.01, 0.01]]}